15
Properties=species:S:1:pos:R:3 method="wB97M-V/def2-TZVPD" molar_mass_g_mol=104.11 fmax_ev_per_a=6.72 homo_energy_ha=-0.350 homo_lumo_gap_ev=9.47
C -1.066 1.682 0.012
C 0.016 -0.184 0.025
C -0.050 -1.804 -0.027
H 0.395 2.558 -0.197
H -2.043 1.997 -0.815
H -1.448 2.262 1.480
H 0.550 -2.062 -0.865
H 0.565 -2.575 0.730
H -1.754 -0.981 -0.311
H 1.313 1.396 0.566
H 2.488 -0.807 -0.865
N -1.179 0.299 0.001
N 1.254 0.496 -0.150
O -1.432 -1.926 0.165
O 2.390 -0.351 0.252


15
Properties=species:S:1:pos:R:3 method="wB97M-V/def2-TZVPD" charge=+1 multiplicity=2 molar_mass_g_mol=104.11 s_squared=0.7579 fmax_ev_per_a=2.24 homo_energy_ha="-0.551 / -0.532" homo_lumo_gap_ev="11.75 / 5.93"
C -0.202 -0.414 0.563
N -0.359 0.962 0.781
C 0.684 1.851 0.868
O 1.900 1.260 1.048
O 0.567 3.007 0.601
C -0.775 -0.813 -0.893
N -0.230 -1.974 -1.362
H 0.838 -0.646 0.775
H -0.826 -0.955 1.269
H -1.287 1.326 0.623
H 2.353 1.894 1.628
H -0.452 0.029 -1.513
H -1.853 -0.843 -0.838
H -0.820 -2.785 -1.454
H 0.462 -1.899 -2.095


16
Properties=species:S:1:pos:R:3 method="wB97M-V/def2-TZVPD" molar_mass_g_mol=136.18 fmax_ev_per_a=4.28 homo_energy_ha="-0.245 / -0.306" homo_lumo_gap_ev="6.71 / 8.98"
C -0.050 0.837 0.523
C 1.157 -1.142 0.297
C 1.818 0.878 -0.885
N 0.791 0.159 -0.177
N -2.376 -0.664 0.834
O -0.621 1.879 0.710
O -1.805 -1.343 -0.232
S -3.303 0.699 0.267
H 1.092 -1.996 -0.377
H 2.049 -1.054 0.774
H 0.549 -1.390 1.105
H 1.570 0.822 -1.939
H 1.884 1.927 -0.608
H 2.881 0.469 -0.709
H -2.506 -1.462 -0.882
H -3.131 1.381 1.300


17
Properties=species:S:1:pos:R:3 method="wB97M-V/def2-TZVPD" molar_mass_g_mol=152.18 fmax_ev_per_a=4.64 homo_energy_ha=-0.335 homo_lumo_gap_ev=9.62
C -0.075 0.281 0.044
C 2.127 1.411 0.215
C -0.117 -1.990 -0.371
N 0.626 1.407 0.179
N 0.538 -0.829 -0.025
O -2.786 1.670 -0.477
O -2.987 0.119 1.426
O -2.878 -0.756 -0.885
S -2.788 0.338 0.028
H 2.351 2.369 0.580
H 2.462 0.601 0.808
H 2.589 1.192 -0.751
H 0.535 -2.443 -1.126
H -1.207 -1.762 -0.602
H 0.007 -2.887 0.398
H 0.117 2.211 0.453
H 1.488 -0.932 0.106


17
Properties=species:S:1:pos:R:3 method="wB97M-V/def2-TZVPD" molar_mass_g_mol=152.18 fmax_ev_per_a=5.82 homo_energy_ha="-0.322 / -0.306" homo_lumo_gap_ev="7.54 / 7.63"
C 0.182 0.203 0.213
C 2.525 -0.647 -0.285
C 1.574 0.156 0.730
N -2.899 -1.052 -1.638
N 2.360 1.434 0.933
O 3.765 -0.242 -0.277
O 2.172 -1.672 -0.896
O -0.195 -2.188 1.275
S -0.571 -1.298 0.165
H -0.437 1.009 -0.025
H 1.739 -0.425 1.614
H -3.683 -1.652 -1.696
H -3.242 -0.314 -0.976
H 2.059 1.819 1.931
H 2.266 2.163 0.301
H 3.897 0.538 0.467
H 0.288 -1.803 -0.920


17
Properties=species:S:1:pos:R:3 method="wB97M-V/def2-TZVPD" molar_mass_g_mol=136.11 fmax_ev_per_a=4.60 homo_energy_ha="-0.272 / -0.272" homo_lumo_gap_ev="7.25 / 7.27"
C 2.594 0.689 0.496
C -1.869 -0.878 0.176
C -0.770 -0.570 -0.837
N 0.683 1.227 -0.872
N -0.876 1.401 1.220
O -0.411 2.266 0.565
O -2.042 -2.286 0.297
O 2.041 1.495 -0.636
O 0.271 0.191 -0.155
H 3.526 1.236 0.609
H 2.572 -0.430 0.246
H 1.973 0.890 1.346
H -2.835 -0.552 -0.117
H -1.417 -0.480 1.172
H -1.062 0.020 -1.750
H -0.282 -1.490 -1.173
H -2.096 -2.730 -0.585


15
Properties=species:S:1:pos:R:3 method="wB97M-V/def2-TZVPD" charge=-1 multiplicity=2 molar_mass_g_mol=120.18 s_squared=0.7505 fmax_ev_per_a=1.59 homo_energy_ha="0.035 / -0.196" homo_lumo_gap_ev="2.38 / 9.19"
N 0.317 1.624 0.729
C 0.110 0.245 0.373
C 0.969 -0.404 -0.705
S 2.749 -0.059 -0.496
C -1.335 0.102 -0.168
N -2.128 -0.776 0.495
O -1.674 0.736 -1.149
H -0.421 1.930 1.347
H 3.205 -0.703 -1.573
H 1.246 1.782 1.108
H 0.237 -0.458 1.217
H 0.864 -1.492 -0.645
H 0.659 -0.130 -1.712
H -1.733 -1.522 1.063
H -3.064 -0.874 0.116


15
Properties=species:S:1:pos:R:3 method="wB97M-V/def2-TZVPD" molar_mass_g_mol=120.18 fmax_ev_per_a=5.05 homo_energy_ha="-0.302 / -0.302" homo_lumo_gap_ev="8.69 / 8.69"
C -1.256 0.551 -0.408
C -1.468 -0.166 0.892
C 0.924 0.733 0.290
N 0.139 0.532 -0.783
N 2.088 -1.127 0.397
O -0.180 1.888 2.310
S 0.046 0.463 1.835
H -1.984 0.252 -1.201
H -1.628 1.627 -0.185
H -2.347 -0.013 1.505
H -1.416 -1.170 0.842
H 1.797 1.444 0.438
H 0.422 1.119 -1.560
H 3.055 -0.858 0.364
H 1.811 -1.581 -0.490


15
Properties=species:S:1:pos:R:3 method="wB97M-V/def2-TZVPD" molar_mass_g_mol=120.18 fmax_ev_per_a=4.57 homo_energy_ha=-0.303 homo_lumo_gap_ev=8.63
C 1.999 0.719 -0.275
C -0.006 2.075 0.283
C -0.306 -0.228 -0.208
H 2.455 0.503 0.664
H 2.313 -0.172 -0.798
H 2.477 1.702 -0.650
H 0.602 2.432 1.370
H 0.209 2.777 -0.828
H -1.335 1.830 0.371
H -0.711 -2.197 0.437
H 1.270 -1.476 1.181
N 0.496 0.796 -0.079
N 0.065 -1.634 -0.271
O 1.414 -1.657 0.278
S -2.040 -0.104 -0.020


15
Properties=species:S:1:pos:R:3 method="wB97M-V/def2-TZVPD" molar_mass_g_mol=120.18 fmax_ev_per_a=5.71 homo_energy_ha=-0.317 homo_lumo_gap_ev=9.23
C 1.769 0.997 0.285
C -0.074 1.510 -1.033
C -1.105 -2.190 0.163
N 1.011 -0.685 0.889
N -0.946 0.791 -0.171
O 1.331 1.288 -0.999
S -0.450 -0.450 0.644
H 1.262 1.671 1.056
H 2.753 0.746 0.322
H -0.241 1.290 -2.234
H -0.279 2.633 -0.995
H -1.812 -2.146 -0.634
H -0.222 -2.660 -0.196
H -1.675 -2.562 1.153
H -1.322 -0.233 1.751